Below is a 11-piece molecular cluster, C44H100F6O22 overall, with properties calculated with ωB97M-V with the def2-TZVPD basis set.

Structure (XYZ):
```
172
Properties=species:S:1:pos:R:3
C 18.248 16.518 -4.269
C 17.952 18.060 -4.434
O 19.193 18.738 -4.735
C 19.860 18.800 -5.893
O 19.581 18.033 -6.847
C 20.940 19.832 -6.081
F 20.847 20.686 -5.037
F 22.147 19.306 -6.290
F 20.638 20.486 -7.207
H 17.366 16.007 -3.884
H 19.074 16.364 -3.574
H 18.485 16.030 -5.214
H 17.566 18.332 -3.451
H 17.268 18.265 -5.258
C 17.827 12.191 -2.544
C 18.817 13.360 -2.339
O 19.901 12.825 -1.605
C 20.790 13.695 -1.107
O 20.576 14.928 -1.133
C 21.950 12.886 -0.555
F 22.881 13.056 -1.542
F 22.325 13.351 0.632
F 21.658 11.560 -0.453
H 18.292 11.363 -3.078
H 17.038 12.483 -3.237
H 17.473 11.793 -1.593
H 18.335 14.103 -1.704
H 19.124 13.735 -3.315
C 15.291 23.300 -3.268
O 15.758 22.309 -4.124
C 17.062 21.780 -3.896
C 18.235 22.764 -3.855
O 18.181 23.553 -2.669
C 19.281 24.359 -2.555
H 15.528 22.924 -2.272
H 14.233 23.550 -3.182
H 15.737 24.268 -3.498
H 17.269 21.135 -4.750
H 17.038 21.089 -3.053
H 18.171 23.403 -4.736
H 19.063 22.059 -3.925
H 19.128 25.324 -3.037
H 20.125 23.980 -3.130
H 19.501 24.447 -1.491
C 20.351 23.847 -7.219
O 19.207 24.696 -7.059
C 18.088 24.155 -7.797
C 16.832 25.049 -7.702
O 17.052 26.404 -8.087
C 15.886 27.198 -8.356
H 20.771 23.670 -6.229
H 21.133 24.366 -7.774
H 20.198 22.915 -7.764
H 17.835 23.154 -7.448
H 18.221 24.223 -8.877
H 16.362 25.020 -6.719
H 16.237 24.527 -8.451
H 14.988 26.819 -7.868
H 15.775 27.482 -9.403
H 16.016 28.216 -7.989
C 21.011 22.408 -10.502
O 22.301 23.046 -10.210
C 22.684 24.064 -11.105
C 23.994 24.648 -10.765
O 24.486 25.908 -11.226
C 24.534 26.003 -12.628
H 20.722 21.654 -9.771
H 21.118 21.815 -11.410
H 20.225 23.149 -10.647
H 21.955 24.859 -11.263
H 22.854 23.652 -12.099
H 24.750 23.966 -11.155
H 24.154 24.543 -9.692
H 25.169 25.219 -13.039
H 24.933 26.930 -13.042
H 23.594 25.821 -13.147
C 26.258 14.391 -7.217
O 25.149 15.217 -7.212
C 24.890 15.894 -5.966
C 23.522 16.598 -6.136
O 22.382 15.797 -5.720
C 21.974 15.971 -4.325
H 26.202 13.700 -8.058
H 26.454 13.751 -6.357
H 27.193 14.890 -7.476
H 25.811 16.422 -5.717
H 24.678 15.099 -5.251
H 23.452 16.757 -7.212
H 23.594 17.571 -5.652
H 21.598 16.949 -4.023
H 22.889 15.661 -3.819
H 21.280 15.169 -4.074
C 13.893 18.250 -4.057
O 12.669 18.260 -3.400
C 12.505 19.195 -2.311
C 13.418 19.081 -1.021
O 14.785 18.833 -1.291
C 15.615 18.859 -0.069
H 14.785 17.938 -3.514
H 14.276 19.232 -4.335
H 13.866 17.590 -4.923
H 11.438 19.221 -2.086
H 12.756 20.133 -2.806
H 12.974 18.422 -0.275
H 13.379 20.072 -0.568
H 16.603 18.447 -0.274
H 15.203 18.158 0.656
H 15.827 19.829 0.381
C 15.452 15.085 -1.175
O 15.264 14.515 -2.453
C 14.101 13.716 -2.693
C 13.501 13.669 -4.105
O 14.556 13.332 -5.114
C 13.941 13.110 -6.315
H 14.740 15.873 -0.928
H 16.448 15.525 -1.220
H 15.566 14.317 -0.410
H 13.313 14.140 -2.071
H 14.248 12.713 -2.293
H 13.068 14.599 -4.473
H 12.627 13.018 -4.092
H 13.632 14.067 -6.735
H 13.133 12.380 -6.267
H 14.791 12.654 -6.822
C 22.941 18.914 -9.249
O 23.945 19.033 -10.215
C 24.180 20.363 -10.688
C 25.419 20.193 -11.696
O 25.691 21.488 -12.179
C 26.907 21.642 -12.934
H 22.669 17.907 -8.933
H 21.998 19.152 -9.740
H 23.066 19.657 -8.462
H 24.398 21.048 -9.868
H 23.357 20.743 -11.294
H 25.106 19.423 -12.401
H 26.213 19.823 -11.047
H 26.936 21.013 -13.824
H 27.802 21.480 -12.334
H 26.883 22.646 -13.358
C 15.976 18.214 -8.475
O 16.365 18.753 -9.717
C 17.001 19.967 -9.682
C 17.977 20.298 -10.863
O 17.423 20.982 -12.043
C 16.502 20.103 -12.749
H 15.066 18.630 -8.043
H 16.795 18.170 -7.757
H 15.719 17.168 -8.643
H 17.579 20.062 -8.763
H 16.326 20.790 -9.447
H 18.450 19.373 -11.193
H 18.898 20.770 -10.522
H 15.646 20.033 -12.078
H 16.714 19.045 -12.907
H 16.203 20.431 -13.744
C 22.351 19.303 -2.012
O 21.133 19.918 -2.454
C 19.960 19.669 -1.601
C 20.303 20.422 -0.328
O 20.934 19.500 0.574
C 21.117 19.944 1.850
H 22.166 18.237 -1.879
H 22.736 19.586 -1.032
H 23.206 19.356 -2.686
H 19.707 18.634 -1.368
H 19.082 20.052 -2.121
H 19.460 20.902 0.170
H 21.114 21.120 -0.535
H 20.127 20.203 2.225
H 21.921 20.675 1.937
H 21.575 19.194 2.495
```

Summary:
F_max	6.7	eV/A
E	-108582.2321	eV
energy above the lowest of the compared OMol25 structures with the same formula, charge and spin	0.0	kcal per mole
LUMO energy	0.015	hartree
SMILES	CCOC(=O)C(F)(F)F.CCOC(=O)C(F)(F)F.COCCOC.COCCOC.COCCOC.COCCOC.COCCOC.COCCOC.COCCOC.COCCOC.COCCOC